Record 1
Computed, not measured: a 7-piece molecular cluster, C45H99N5O7 overall, with ωB97M-V/def2-TZVPD.

Values from the calculation:
- Max |F|: 0.06420 Eh/bohr
- Charge: 0
- Total energy: -2574.08877 hartree
- Structure (SMILES): CC1(C)CCCC(C)(C)N1O.CC1(C)CCCC(C)(C)N1O.CC1(C)CCCC(C)(C)N1O.CC1(C)CCCC(C)(C)N1O.CC1(C)CCCC(C)(C)N1O.O.O

Geometry (Å):
C (2.037, 8.517, 6.920)
C (1.385, 8.221, 5.532)
C (-0.033, 8.782, 5.409)
C (2.362, 8.980, 4.635)
C (1.990, 8.624, 3.204)
C (2.116, 7.170, 2.857)
C (1.284, 6.300, 3.853)
C (-0.159, 6.153, 3.338)
C (2.011, 4.909, 3.825)
N (1.505, 6.777, 5.260)
O (0.815, 6.041, 6.224)
H (1.816, 9.580, 7.011)
H (1.427, 8.001, 7.665)
H (3.059, 8.159, 6.970)
H (-0.020, 9.806, 5.033)
H (-0.690, 8.213, 4.755)
H (-0.492, 8.812, 6.400)
H (2.282, 10.059, 4.745)
H (3.384, 8.604, 4.540)
H (0.923, 8.860, 3.091)
H (2.506, 9.215, 2.441)
H (3.172, 6.890, 2.896)
H (1.798, 7.007, 1.827)
H (-0.552, 7.091, 2.943)
H (-0.819, 5.898, 4.173)
H (-0.302, 5.388, 2.577)
H (2.981, 4.802, 4.303)
H (1.936, 4.488, 2.822)
H (1.347, 4.275, 4.424)
H (-0.130, 6.155, 6.028)
C (3.627, 2.275, -4.159)
C (4.030, 3.723, -3.751)
C (2.822, 4.609, -3.370)
C (4.812, 3.486, -2.418)
C (6.232, 2.890, -2.695)
C (7.004, 3.936, -3.606)
C (6.253, 4.165, -4.919)
C (6.945, 5.338, -5.591)
C (6.507, 2.934, -5.821)
N (4.803, 4.502, -4.729)
O (4.201, 4.656, -5.996)
H (3.581, 2.119, -5.244)
H (4.407, 1.546, -3.945)
H (2.638, 1.952, -3.838)
H (3.147, 5.555, -2.929)
H (2.344, 4.971, -4.284)
H (2.077, 4.222, -2.677)
H (5.089, 4.444, -1.957)
H (4.257, 3.077, -1.574)
H (6.723, 2.785, -1.729)
H (6.164, 1.969, -3.270)
H (8.058, 3.671, -3.655)
H (6.970, 4.869, -3.033)
H (6.539, 5.527, -6.585)
H (8.024, 5.194, -5.644)
H (6.841, 6.241, -4.983)
H (7.553, 2.622, -5.809)
H (6.390, 3.277, -6.850)
H (5.905, 2.079, -5.523)
H (4.495, 5.552, -6.191)
C (1.197, 2.204, -0.805)
C (1.605, 0.980, 0.070)
C (3.088, 0.727, -0.099)
C (1.523, 1.499, 1.499)
C (0.128, 1.188, 2.070)
C (-0.488, -0.175, 1.924)
C (-0.546, -0.485, 0.368)
C (-0.774, -2.019, 0.293)
C (-1.748, 0.291, -0.231)
N (0.774, -0.209, -0.138)
O (1.033, -0.752, -1.428)
H (1.371, 2.036, -1.873)
H (0.116, 2.353, -0.756)
H (1.666, 3.157, -0.565)
H (3.799, 1.444, 0.308)
H (3.393, -0.258, 0.266)
H (3.369, 0.615, -1.153)
H (2.251, 1.145, 2.232)
H (1.658, 2.579, 1.492)
H (0.180, 1.519, 3.115)
H (-0.578, 1.946, 1.710)
H (-1.443, -0.247, 2.441)
H (0.212, -0.875, 2.390)
H (-0.005, -2.649, 0.744)
H (-0.840, -2.344, -0.747)
H (-1.670, -2.366, 0.818)
H (-1.882, 0.060, -1.289)
H (-1.622, 1.359, -0.056)
H (-2.712, 0.059, 0.226)
H (0.600, -0.078, -1.974)
C (-1.109, -5.695, 1.523)
C (-2.502, -5.779, 2.164)
C (-3.027, -7.244, 2.029)
C (-2.196, -5.589, 3.658)
C (-3.497, -5.311, 4.461)
C (-4.216, -4.149, 3.861)
C (-4.562, -4.215, 2.343)
C (-5.748, -5.218, 2.297)
C (-4.960, -2.820, 1.933)
N (-3.394, -4.722, 1.639)
O (-3.539, -4.835, 0.264)
H (-0.322, -6.133, 2.130)
H (-1.132, -6.083, 0.502)
H (-0.872, -4.635, 1.391)
H (-3.763, -7.414, 1.243)
H (-2.210, -7.941, 1.827)
H (-3.431, -7.602, 2.977)
H (-1.850, -6.497, 4.154)
H (-1.482, -4.784, 3.835)
H (-4.259, -6.098, 4.452)
H (-3.134, -5.151, 5.477)
H (-3.475, -3.345, 3.994)
H (-5.028, -3.842, 4.522)
H (-6.514, -4.948, 3.028)
H (-5.571, -6.286, 2.422)
H (-6.261, -5.168, 1.331)
H (-5.787, -2.397, 2.498)
H (-5.185, -2.834, 0.862)
H (-4.090, -2.159, 1.959)
H (-2.816, -4.251, 0.000)
C (-1.898, -4.419, -2.664)
C (-2.480, -5.452, -3.698)
C (-3.065, -4.707, -4.908)
C (-1.289, -6.318, -4.144)
C (-1.631, -7.670, -4.680)
C (-2.607, -8.388, -3.749)
C (-3.892, -7.650, -3.438)
C (-4.811, -7.657, -4.670)
C (-4.657, -8.242, -2.261)
N (-3.532, -6.250, -3.052)
O (-4.582, -5.480, -2.556)
H (-1.457, -4.921, -1.800)
H (-1.104, -3.806, -3.094)
H (-2.651, -3.735, -2.268)
H (-4.096, -4.349, -4.853)
H (-2.529, -3.815, -5.239)
H (-3.168, -5.405, -5.743)
H (-0.710, -5.750, -4.880)
H (-0.517, -6.429, -3.375)
H (-2.209, -7.483, -5.590)
H (-0.765, -8.315, -4.814)
H (-2.116, -8.667, -2.811)
H (-2.810, -9.362, -4.204)
H (-5.756, -7.220, -4.348)
H (-4.934, -8.680, -5.036)
H (-4.400, -7.130, -5.529)
H (-5.508, -7.622, -1.969)
H (-4.082, -8.410, -1.351)
H (-5.179, -9.136, -2.612)
H (-4.458, -5.668, -1.616)
O (1.010, -0.713, 5.246)
H (1.477, -1.304, 4.648)
H (0.246, -0.414, 4.743)
O (-4.982, 1.523, 0.228)
H (-5.603, 1.368, 0.946)
H (-4.351, 2.156, 0.586)

Results of the Löwdin charge analysis, in e, for atoms 1 through 5: C -0.03; C -0.52; C -0.02; C -0.15; C -0.22


Record 2
Computed, not measured: a 12-piece molecular cluster, C17H58O17 overall, with ωB97M-V/def2-TZVPD.

Values from the calculation:
- Max |F|: 0.06359 Eh/bohr
- Charge: +1
- <S²>: 0.7555
- Total energy: -1961.01982 hartree
- 2S+1: 2

Geometry (Å):
C (-3.763, -1.570, 12.863)
C (-3.479, -1.498, 11.367)
O (-2.195, -1.864, 10.947)
O (-2.873, -0.716, 13.445)
H (-3.641, -2.617, 13.141)
H (-4.779, -1.221, 13.045)
H (-3.746, -0.577, 10.849)
H (-4.168, -2.219, 10.928)
H (-1.858, -0.994, 10.722)
H (-2.014, -1.127, 13.567)
C (-5.792, 2.082, 12.510)
C (-5.295, 2.810, 11.237)
O (-5.911, 4.079, 10.905)
O (-6.989, 1.352, 12.327)
H (-5.963, 2.797, 13.315)
H (-5.054, 1.347, 12.831)
H (-5.364, 2.254, 10.302)
H (-4.237, 2.999, 11.421)
H (-6.842, 3.891, 10.767)
H (-7.177, 0.941, 13.174)
C (0.208, 0.874, 18.143)
C (-0.293, 0.391, 16.781)
O (-0.558, -1.017, 16.833)
O (1.512, 0.448, 18.490)
H (-0.471, 0.641, 18.963)
H (0.269, 1.962, 18.155)
H (0.472, 0.530, 16.017)
H (-1.196, 0.926, 16.487)
H (-0.359, -1.362, 15.960)
H (1.469, -0.502, 18.622)
C (-5.693, -3.095, 8.082)
C (-6.143, -4.217, 9.090)
O (-7.344, -3.917, 9.778)
O (-5.397, -1.908, 8.732)
H (-6.505, -2.940, 7.371)
H (-4.828, -3.354, 7.472)
H (-5.321, -4.271, 9.803)
H (-6.330, -5.194, 8.643)
H (-7.125, -3.654, 10.675)
H (-6.223, -1.467, 8.943)
C (-8.160, -3.823, 14.238)
C (-7.022, -3.076, 13.529)
O (-6.458, -3.702, 12.384)
O (-7.648, -5.075, 14.712)
H (-9.012, -3.990, 13.579)
H (-8.592, -3.216, 15.034)
H (-6.282, -2.816, 14.286)
H (-7.390, -2.086, 13.260)
H (-6.010, -4.517, 12.622)
H (-8.302, -5.567, 15.213)
C (-2.345, -1.592, 7.202)
O (-1.308, -0.688, 7.129)
H (-3.247, -1.117, 6.816)
H (-2.161, -2.453, 6.560)
H (-2.586, -1.899, 8.220)
H (-0.910, -0.884, 6.278)
C (-4.285, -1.847, 16.584)
O (-4.278, -2.051, 17.989)
H (-4.315, -2.781, 16.024)
H (-5.135, -1.294, 16.183)
H (-3.391, -1.289, 16.305)
H (-3.399, -2.328, 18.257)
C (-1.426, -5.339, 10.380)
O (-2.340, -4.423, 9.780)
H (-1.524, -6.286, 9.851)
H (-0.414, -4.946, 10.283)
H (-1.659, -5.593, 11.414)
H (-2.354, -3.559, 10.199)
C (-1.562, 1.999, 9.563)
O (-1.440, 0.640, 9.732)
H (-0.607, 2.516, 9.474)
H (-2.153, 2.203, 8.669)
H (-2.064, 2.462, 10.412)
H (-1.315, 0.322, 8.835)
C (0.878, -2.377, 14.152)
O (-0.460, -2.526, 14.351)
H (1.198, -1.358, 14.369)
H (1.457, -3.044, 14.791)
H (1.138, -2.586, 13.114)
H (-0.549, -3.482, 14.360)
C (-0.697, 1.746, 12.962)
O (-1.744, 1.889, 13.844)
H (0.242, 1.640, 13.505)
H (-0.822, 0.871, 12.325)
H (-0.643, 2.672, 12.389)
H (-2.267, 1.084, 13.849)
C (-4.629, -6.342, 13.466)
O (-5.984, -6.360, 12.943)
H (-4.553, -7.014, 14.321)
H (-3.996, -6.875, 12.758)
H (-4.307, -5.330, 13.714)
H (-6.620, -6.002, 13.567)

Results of the Löwdin charge analysis, in e, for atoms 1 through 5: C -0.24; C -0.24; O -0.05; O -0.05; H 0.12


Record 3
Computed, not measured: C4H7NO as an isolated structure, with ωB97M-V/def2-TZVPD.

Values from the calculation:
- Max |F|: 0.01366 Eh/bohr
- Charge: 0
- Total energy: -286.45355 hartree

Geometry (Å):
N (-2.210, -0.641, 0.992)
C (-1.027, -0.380, 0.607)
C (-0.356, 0.846, 1.061)
C (0.888, 0.763, -0.702)
C (0.967, -0.735, -0.535)
O (-0.306, -1.237, -0.179)
H (-2.468, -1.594, 0.734)
H (-1.029, 1.700, 0.938)
H (0.727, 1.167, 0.496)
H (1.877, 1.220, -0.857)
H (0.185, 1.116, -1.450)
H (1.698, -0.987, 0.246)
H (1.259, -1.230, -1.464)

Results of the Löwdin charge analysis, in e, for atoms 1 through 5: N 0.13; C -0.56; C 0.09; C -0.04; C -0.22